DFT (ωB97M-V with the def2-TZVPD basis set) results for a cluster of 6 separate species, C22H46NO10PS5 in total.

## Properties
lowest unoccupied orbital energy	-0.760	eV
HOMO-LUMO gap	0.2583	Ha

Structure (ORCA input):
```
! RIJCOSX wB97M-V def2-TZVPD def2/J DEFGRID3
* xyz 0 1
C 9.20 -0.06 1.35
C 9.61 -0.74 0.04
O 10.11 -0.15 -0.85
O 9.35 -2.09 -0.02
C 8.49 -2.41 -1.13
C 7.03 -1.94 -0.87
C 6.19 -3.07 -0.16
C 5.63 -2.64 1.21
C 4.51 -1.60 1.16
C 4.20 -0.90 2.24
C 3.04 0.08 2.12
O 3.05 1.17 2.59
C 1.86 -0.44 1.30
P 0.09 -0.15 1.84
N -0.50 1.26 1.04
O -0.71 -1.49 1.23
C 2.17 -1.12 0.20
C 3.66 -1.32 -0.09
O 4.11 -1.23 -1.18
H 10.12 0.25 1.87
H 8.63 0.86 1.13
H 8.59 -0.70 1.99
H 8.87 -1.99 -2.07
H 8.51 -3.50 -1.26
H 6.98 -1.04 -0.25
H 6.55 -1.79 -1.85
H 6.87 -3.93 -0.02
H 5.38 -3.42 -0.82
H 5.19 -3.54 1.68
H 6.44 -2.33 1.90
H 4.70 -1.01 3.21
H -0.45 1.99 1.75
H -1.52 1.13 0.91
H -0.19 -2.25 1.54
H 1.42 -1.54 -0.48
C 2.23 3.46 0.24
S 2.66 5.13 -0.27
O 1.56 5.62 -1.15
C 4.03 4.65 -1.33
H 1.36 3.51 0.89
H 1.99 2.85 -0.63
H 3.06 3.02 0.80
H 3.68 3.97 -2.11
H 4.81 4.17 -0.73
H 4.43 5.55 -1.80
C -4.39 4.18 0.55
S -4.16 2.87 1.76
O -3.34 1.81 1.11
C -5.86 2.29 1.75
H -3.42 4.65 0.37
H -4.76 3.75 -0.38
H -5.09 4.91 0.94
H -6.14 1.99 0.74
H -6.51 3.09 2.10
H -5.93 1.44 2.42
C -3.86 -1.45 0.04
S -4.30 -0.39 -1.34
O -5.78 -0.54 -1.56
C -3.47 -1.37 -2.61
H -4.32 -1.04 0.94
H -4.23 -2.45 -0.14
H -2.78 -1.46 0.15
H -3.87 -2.39 -2.61
H -2.40 -1.38 -2.40
H -3.65 -0.90 -3.57
C -2.96 -6.25 1.37
S -3.04 -5.69 -0.34
O -2.91 -4.21 -0.33
C -4.78 -6.07 -0.59
H -1.95 -6.06 1.74
H -3.67 -5.69 1.97
H -3.17 -7.32 1.41
H -5.38 -5.53 0.14
H -4.94 -7.14 -0.48
H -5.06 -5.76 -1.59
C -7.63 5.46 -1.64
S -8.77 4.29 -0.89
O -8.14 3.80 0.37
C -8.56 3.00 -2.12
H -7.57 6.34 -1.00
H -6.64 5.01 -1.72
H -7.99 5.75 -2.62
H -7.51 2.70 -2.18
H -8.90 3.36 -3.09
H -9.17 2.14 -1.83
*
```

DFT (ωB97M-V with the def2-TZVPD basis set) results for the molecule C20H25N3O2.

## Properties
lowest unoccupied orbital energy	0.292	eV
SMILES	[H]/N=c1\n(CCCCCCC)c2ccccc2n1CC(=O)c1ccco1
ΔE to the lowest compared entry with this formula, charge and spin	156.0	kJ/mol
HOMO-LUMO gap	0.2823	Ha

Structure (ORCA input):
```
! RIJCOSX wB97M-V def2-TZVPD def2/J DEFGRID3
* xyz 0 1
H 0.53 -0.45 -3.37
N -0.18 -0.88 -2.79
C 0.27 -1.49 -1.76
N 1.57 -1.68 -1.30
C 2.67 -0.87 -1.74
C 2.49 0.59 -1.29
C 2.62 0.76 0.23
C 1.71 1.86 0.77
C 2.05 3.24 0.23
C 1.18 4.35 0.84
C -0.28 4.26 0.41
C 1.52 -2.42 -0.14
C 2.51 -2.88 0.70
C 2.13 -3.63 1.81
C 0.80 -3.91 2.07
C -0.21 -3.45 1.23
C 0.16 -2.71 0.12
N -0.57 -2.17 -0.91
C -1.98 -1.91 -0.91
C -2.31 -0.69 -0.06
O -1.47 -0.01 0.47
C -3.74 -0.39 0.03
C -4.38 0.65 0.66
C -5.76 0.46 0.44
C -5.85 -0.68 -0.31
O -4.65 -1.20 -0.56
H 2.73 -0.92 -2.84
H 3.59 -1.29 -1.33
H 3.23 1.21 -1.81
H 1.50 0.92 -1.61
H 2.33 -0.17 0.72
H 3.66 0.96 0.49
H 1.80 1.88 1.86
H 0.68 1.60 0.53
H 3.10 3.46 0.44
H 1.92 3.26 -0.86
H 1.58 5.32 0.54
H 1.24 4.29 1.93
H -0.84 5.09 0.83
H -0.36 4.31 -0.68
H -0.73 3.33 0.74
H 3.55 -2.67 0.52
H 2.89 -4.00 2.48
H 0.53 -4.49 2.94
H -1.25 -3.66 1.44
H -2.27 -1.70 -1.94
H -2.53 -2.78 -0.54
H -3.91 1.44 1.21
H -6.57 1.08 0.78
H -6.70 -1.20 -0.71
*
```

DFT (ωB97M-V with the def2-TZVPD basis set) results for the molecule C14H22N4O2.

## Properties
lowest unoccupied orbital energy	0.664	eV
SMILES	C[C@@H]1N[C@H](C(=O)N(CC#N)C2CC2)C[C@@H]1C(=O)N(C)C
ΔE to the lowest compared entry with this formula, charge and spin	219.0	kJ/mol
HOMO-LUMO gap	0.3622	Ha

Structure (ORCA input):
```
! RIJCOSX wB97M-V def2-TZVPD def2/J DEFGRID3
* xyz 0 1
C 0.54 2.68 1.60
C -0.03 1.94 0.45
N -1.09 1.07 0.91
C -1.50 0.29 -0.27
C -2.44 -0.94 -0.10
O -2.13 -2.00 -0.64
N -3.64 -0.89 0.64
C -4.27 0.37 0.98
C -4.97 0.88 -0.19
N -5.56 1.30 -1.09
C -4.36 -2.14 0.88
C -3.68 -3.23 1.70
C -4.82 -2.45 2.32
C -0.07 -0.02 -0.82
C 0.92 0.95 -0.26
C 1.96 0.28 0.64
O 1.55 -0.51 1.47
N 3.38 0.47 0.53
C 4.27 -0.18 1.51
C 3.99 1.46 -0.34
H -0.23 3.28 2.13
H 1.29 3.40 1.24
H 0.98 2.03 2.34
H -0.45 2.66 -0.25
H -0.68 0.44 1.63
H -1.95 0.98 -0.97
H -5.04 0.26 1.75
H -3.58 1.09 1.33
H -5.00 -2.48 0.06
H -3.86 -4.29 1.45
H -2.65 -3.10 2.03
H -4.60 -1.74 3.12
H -5.76 -2.94 2.43
H -0.08 -0.01 -1.94
H 0.19 -1.03 -0.56
H 1.43 1.46 -1.06
H 5.13 0.48 1.78
H 3.75 -0.41 2.44
H 4.67 -1.14 1.09
H 3.74 2.48 0.00
H 3.64 1.35 -1.37
H 5.07 1.36 -0.36
*
```

DFT (ωB97M-V with the def2-TZVPD basis set) results for a structure of composition C14H20B2N5OsS2.

## Properties
lowest unoccupied orbital energy	-5.615	eV
ΔE to the lowest compared entry with this formula, charge and spin	5.4	kJ/mol
HOMO-LUMO gap	0.2134	Ha

Structure (ORCA input):
```
! RIJCOSX wB97M-V def2-TZVPD def2/J DEFGRID3
* xyz 1 1
Os 1.11 -0.37 0.48
C 1.60 -2.42 1.30
C 0.39 -2.02 1.90
C -0.58 -1.81 0.85
C 0.05 -2.12 -0.39
C 1.41 -2.49 -0.11
H 2.53 -2.60 1.82
H 0.24 -1.87 2.96
H -1.61 -1.54 0.98
H -0.43 -2.13 -1.35
H 2.15 -2.79 -0.83
C -2.21 0.44 3.85
N -2.41 0.72 2.43
C -3.64 0.73 1.81
C -3.41 1.10 0.52
N -2.06 1.31 0.36
B -1.42 1.98 -0.94
N -1.09 0.90 -2.05
C -1.95 0.48 -3.03
C -1.25 -0.26 -3.92
N 0.05 -0.28 -3.49
C 1.18 -0.92 -4.16
C 0.12 0.42 -2.35
S 1.59 0.69 -1.42
C -1.47 1.07 1.53
S 0.23 1.20 1.89
H -2.68 -0.51 4.10
H -2.66 1.23 4.45
H -1.15 0.40 4.06
H -4.55 0.50 2.33
H -4.10 1.27 -0.28
H -0.42 2.55 -0.63
H -2.28 2.69 -1.40
H -2.99 0.77 -3.03
H -1.56 -0.75 -4.83
H 0.84 -1.27 -5.14
H 1.54 -1.76 -3.58
H 1.99 -0.20 -4.30
B 5.31 1.48 1.73
C 3.88 0.95 1.36
N 2.83 0.53 1.10
H 5.46 2.52 1.14
H 6.07 0.61 1.33
H 5.34 1.58 2.93
*
```

DFT (ωB97M-V with the def2-TZVPD basis set) results for a structure of composition C28H27Cl2F3N2O2PSSe2V.

## Properties
lowest unoccupied orbital energy (alpha / beta)	2.274 / 2.273	eV
ΔE to the lowest compared entry with this formula, charge and spin	0.0	kJ/mol
HOMO-LUMO gap (alpha / beta)	0.2196 / 0.2596	Ha

Structure (ORCA input):
```
! RIJCOSX wB97M-V def2-TZVPD def2/J DEFGRID3
* xyz -1 4
V -1.09 1.16 -1.60
Se -1.68 0.69 2.71
P -0.05 2.04 2.16
Se 0.68 1.87 0.05
C 1.44 1.81 3.14
C 2.36 2.84 3.18
C 3.44 2.73 4.08
C 3.53 1.61 4.94
C 2.59 0.58 4.84
C 1.57 0.64 3.89
C -0.63 3.72 2.37
C -1.73 3.92 3.25
C -2.40 5.13 3.20
C -2.01 6.14 2.29
C -0.92 5.93 1.46
C -0.19 4.71 1.48
H 2.26 3.71 2.57
H 4.15 3.54 4.14
H 4.33 1.56 5.68
H 2.66 -0.32 5.46
H 0.82 -0.15 3.78
H -2.00 3.08 3.91
H -3.21 5.24 3.90
H -2.62 7.01 2.20
H -0.67 6.68 0.74
H 0.66 4.52 0.86
Cl -1.76 3.83 -2.33
C -3.28 3.07 -1.93
Cl -3.08 2.22 -0.27
C -3.46 1.89 -2.91
O -4.51 2.04 -3.56
O -2.61 0.87 -3.00
H -4.14 3.74 -1.86
F -0.93 -7.85 1.23
C -1.78 -6.89 1.70
F -1.68 -6.89 3.06
F -3.06 -7.37 1.46
C -1.58 -5.56 1.07
C -2.57 -4.56 1.37
C -2.43 -3.36 0.70
C -1.36 -3.07 -0.20
C -0.44 -4.13 -0.44
C -0.52 -5.35 0.19
C -1.25 -1.74 -0.65
C -1.21 -0.59 -1.17
H -3.38 -4.86 2.04
H -3.15 -2.59 0.84
H 0.35 -3.97 -1.16
H 0.26 -6.08 0.11
C 3.47 0.58 -2.79
N 2.56 -0.55 -2.78
C 2.76 -1.59 -1.76
C 1.34 -0.49 -3.45
S 0.44 1.00 -3.60
N 0.99 -1.49 -4.30
C -0.38 -1.49 -4.85
C 1.82 -2.71 -4.40
H 4.45 0.27 -3.07
H 3.47 1.02 -1.78
H 3.09 1.36 -3.47
H 3.15 -1.13 -0.81
H 3.45 -2.36 -2.10
H 1.81 -2.08 -1.56
H -0.64 -0.51 -5.24
H -1.12 -1.79 -4.09
H -0.48 -2.24 -5.65
H 2.86 -2.39 -4.42
H 1.58 -3.24 -5.32
H 1.67 -3.40 -3.56
*
```

DFT (ωB97M-V with the def2-TZVPD basis set) results for a structure of composition C35H43N2O4ScSiTe.

## Properties
lowest unoccupied orbital energy (alpha / beta)	-2.307 / -4.551	eV
ΔE to the lowest compared entry with this formula, charge and spin	0.0	kJ/mol
HOMO-LUMO gap (alpha / beta)	0.2805 / 0.1978	Ha

Structure (ORCA input):
```
! RIJCOSX wB97M-V def2-TZVPD def2/J DEFGRID3
* xyz 1 2
Sc 2.52 -0.80 0.69
C 3.45 -0.78 5.46
Si 4.14 -1.02 3.75
C 3.73 -2.73 3.16
C 5.98 -0.74 3.62
N 3.31 0.11 2.61
C 3.42 1.43 2.67
C 4.13 2.16 3.68
C 4.25 3.52 3.64
C 3.67 4.24 2.59
C 2.95 3.60 1.59
C 2.81 2.23 1.64
O 2.07 1.52 0.73
C 1.57 2.18 -0.40
C 2.27 2.08 -1.59
C 1.73 2.69 -2.71
C 0.53 3.38 -2.64
C -0.15 3.47 -1.43
C 0.37 2.86 -0.29
H 3.83 -1.57 6.11
H 2.36 -0.86 5.45
H 3.71 0.18 5.93
H 4.25 -3.44 3.80
H 4.08 -2.91 2.13
H 2.67 -2.96 3.21
H 6.50 -1.52 4.18
H 6.32 0.23 3.99
H 6.29 -0.82 2.57
H 4.58 1.60 4.49
H 4.80 4.04 4.41
H 3.79 5.32 2.55
H 2.51 4.17 0.78
H 3.19 1.52 -1.62
H 2.26 2.62 -3.66
H 0.12 3.86 -3.52
H -1.09 4.00 -1.36
H -0.15 2.91 0.66
O 3.77 -0.37 -0.66
O 3.88 -1.76 -0.20
C -0.49 -3.54 -0.08
C 0.41 -2.40 0.31
O 1.26 -2.60 1.21
N 0.45 -1.18 -0.27
Te -0.69 -0.26 -1.56
C -2.19 0.73 -0.45
C -2.30 0.74 0.95
C -1.40 -0.01 1.89
C -3.33 1.50 1.50
C -4.22 2.23 0.73
C -5.33 3.03 1.36
C -4.06 2.21 -0.65
C -3.06 1.47 -1.26
C -2.96 1.50 -2.76
C -1.87 -1.70 -2.56
C -3.10 -2.20 -2.11
C -3.69 -1.91 -0.76
C -3.80 -3.04 -2.96
C -3.32 -3.41 -4.22
C -4.12 -4.30 -5.12
C -2.08 -2.93 -4.61
C -1.33 -2.08 -3.81
C 0.02 -1.61 -4.29
H -0.83 -4.03 0.83
H 0.14 -4.25 -0.62
H -1.32 -3.26 -0.72
H -1.51 -1.09 1.79
H -1.65 0.25 2.92
H -0.35 0.22 1.72
H -3.44 1.51 2.58
H -5.29 2.97 2.45
H -6.30 2.66 1.04
H -5.27 4.08 1.07
H -4.74 2.78 -1.27
H -3.66 2.22 -3.18
H -3.19 0.52 -3.20
H -1.96 1.79 -3.10
H -2.93 -1.83 0.02
H -4.37 -2.72 -0.48
H -4.26 -0.98 -0.75
H -4.75 -3.44 -2.63
H -4.92 -4.80 -4.58
H -3.48 -5.06 -5.58
H -4.57 -3.72 -5.92
H -1.67 -3.23 -5.57
H 0.28 -2.12 -5.22
H 0.81 -1.83 -3.57
H 0.03 -0.54 -4.50
*
```

DFT (ωB97M-V with the def2-TZVPD basis set) results for the ion C8H12NOS2 with charge +1.

## Properties
lowest unoccupied orbital energy	-4.302	eV
ΔE to the lowest compared entry with this formula, charge and spin	148.7	kJ/mol
HOMO-LUMO gap	0.3167	Ha

Structure (ORCA input):
```
! RIJCOSX wB97M-V def2-TZVPD def2/J DEFGRID3
* xyz 1 1
C 3.05 4.09 -1.24
C 2.33 3.21 -0.54
C 1.08 0.44 1.12
C -2.97 -2.23 -0.39
C -1.50 -2.51 -0.87
C -2.86 -1.43 0.81
C -0.71 -2.11 0.30
C 2.79 1.79 -0.36
N -1.46 -1.72 1.31
O -1.07 -1.28 2.46
S 0.66 -0.05 2.54
S 1.24 0.74 -0.45
H 2.70 5.05 -1.21
H 4.00 4.13 -1.73
H 1.56 3.48 0.09
H -3.50 -1.70 -1.18
H -3.43 -3.20 -0.17
H -1.19 -3.53 -1.07
H -1.25 -2.16 -1.86
H -2.92 -0.36 0.61
H -3.64 -1.68 1.55
H 0.29 -2.40 0.63
H 3.23 1.83 0.65
H 3.58 1.59 -1.02
*
```

DFT (ωB97M-V with the def2-TZVPD basis set) results for a structure of composition C7H17AlBaCl2N2O2P.

## Properties
lowest unoccupied orbital energy	-6.273	eV
HOMO-LUMO gap	0.0719	Ha

Structure (ORCA input):
```
! RIJCOSX wB97M-V def2-TZVPD def2/J DEFGRID3
* xyz 1 1
C 2.93 1.76 0.87
C 1.99 1.45 -0.44
Cl 0.43 2.45 -0.23
C 1.75 -0.14 -0.74
Al 0.80 -1.17 0.76
Cl 1.62 -0.76 2.85
C -1.24 -0.91 0.85
C -1.92 -0.28 -0.50
O -1.59 -0.89 -1.67
N -2.90 0.86 -0.59
C -2.62 1.81 -1.73
C -3.06 1.63 0.70
P 1.23 -3.46 0.36
N 0.51 -3.99 -1.19
O 0.45 -4.45 1.60
H 2.19 1.87 1.80
H 3.48 2.77 0.68
H 3.65 0.87 1.16
H 2.57 1.88 -1.39
H 2.82 -0.63 -0.93
H 1.14 -0.27 -1.76
H -1.70 -2.00 0.98
H -1.46 -0.34 1.85
H -2.57 2.90 -1.27
H -3.56 1.80 -2.43
H -1.59 1.65 -2.28
H -3.66 2.64 0.60
H -3.71 0.94 1.42
H -2.03 1.78 1.27
H -0.28 -3.37 -1.48
H 0.12 -4.94 -1.01
H 1.13 -4.50 2.34
Ba 5.09 3.05 -0.44
*
```

DFT (ωB97M-V with the def2-TZVPD basis set) results for a structure of composition C2H5CsO.

## Properties
lowest unoccupied orbital energy	-1.422	eV
ΔE to the lowest compared entry with this formula, charge and spin	174.3	kJ/mol
HOMO-LUMO gap	0.1404	Ha

Structure (ORCA input):
```
! RIJCOSX wB97M-V def2-TZVPD def2/J DEFGRID3
* xyz 0 1
Cs -12.37 2.79 -0.52
C -15.49 3.92 -1.71
C -16.03 4.93 -0.71
O -17.01 4.50 0.10
H -15.24 2.94 -1.26
H -14.66 4.33 -2.31
H -16.21 3.61 -2.48
H -16.36 5.74 -1.41
H -15.21 5.39 -0.10
*
```

DFT (ωB97M-V with the def2-TZVPD basis set) results for a structure of composition C19H20CoN4O6.

## Properties
lowest unoccupied orbital energy (alpha / beta)	-5.653 / -5.632	eV
ΔE to the lowest compared entry with this formula, charge and spin	0.0	kJ/mol
HOMO-LUMO gap (alpha / beta)	0.2302 / 0.2310	Ha

Structure (ORCA input):
```
! RIJCOSX wB97M-V def2-TZVPD def2/J DEFGRID3
* xyz 1 1
Co 1.86 1.84 -0.05
O -3.41 2.78 -2.54
C -2.32 2.68 -2.08
C -1.14 1.87 -2.69
O -1.14 1.24 -3.71
C -0.05 2.06 -1.70
C -0.44 2.79 -0.60
O 0.42 2.91 0.36
C -1.84 3.29 -0.73
O -2.46 3.99 0.01
O 1.19 1.62 -1.70
C -3.45 0.64 0.60
C -2.89 -0.22 1.73
N -2.59 -1.58 1.29
C -3.73 -2.44 0.93
C -3.80 -2.71 -0.56
C -1.39 -2.17 1.35
O -1.20 -3.36 1.16
C -0.14 -1.35 1.63
C 0.78 -1.87 2.53
C 2.00 -1.25 2.70
C 2.30 -0.15 1.92
N 1.42 0.34 1.04
C 0.21 -0.23 0.91
H -3.62 1.66 0.95
H -4.40 0.25 0.23
H -2.76 0.66 -0.24
H -3.62 -0.28 2.54
H -2.00 0.23 2.15
H -4.63 -1.94 1.28
H -3.63 -3.37 1.48
H -3.92 -1.78 -1.13
H -4.66 -3.35 -0.78
H -2.90 -3.22 -0.90
H 0.53 -2.77 3.08
H 2.73 -1.62 3.40
H 3.26 0.34 1.97
H -0.46 0.22 0.18
C 2.98 -0.74 -2.12
C 3.90 0.20 -1.43
N 3.59 1.15 -0.56
C 4.77 1.75 -0.16
C 5.80 1.16 -0.80
N 5.23 0.18 -1.59
H 2.01 -0.76 -1.63
H 3.40 -1.75 -2.12
H 2.82 -0.43 -3.15
H 4.79 2.58 0.54
H 6.86 1.33 -0.77
H 5.73 -0.45 -2.19
*
```

no.,E (a.u.)
1,-4005.118083
2,-1091.868670
3,-916.116724
4,-1755.833751
5,-9049.626647
6,-3088.070908
7,-1237.972798
8,-2066.166038
9,-174.458295
10,-2789.001655